70
Properties=species:S:1:pos:R:3:mulliken_charge:R:1 method="wB97M-V/def2-TZVPD" fmax_ha_per_bohr=0.077 multiplicity=5 gap_ev="5.35 / 5.35" energy_ha=-2891.7790
O 2.21313 -0.22299 -3.26333 -0.538
C 1.10166 0.02784 -3.70931 -0.177
C 0.49653 1.37651 -3.92182 0.459
C 0.81648 2.46542 -3.09010 0.316
H 1.18967 2.31102 -2.07470 0.224
C 0.65350 3.75208 -3.60272 -0.736
H 1.01279 4.60633 -3.03727 0.424
C 0.07848 3.94125 -4.86878 -0.405
H 0.03207 4.93868 -5.31978 0.366
C -0.58547 2.86496 -5.47132 -0.552
H -1.19238 3.05157 -6.35916 0.380
C -0.44740 1.58612 -4.93072 -0.424
H -1.06465 0.75793 -5.29724 0.369
H 0.36818 -0.80751 -3.72715 0.223
C -2.34491 -1.67230 -1.81443 -1.213
C -2.17107 -0.41540 -1.04189 0.551
H -2.85836 -1.56021 -2.78420 0.352
H -2.84981 -2.44929 -1.22525 0.276
H -1.35844 -2.09887 -2.05858 0.060
C -2.59362 0.81943 -1.23543 -0.048
C -4.07396 1.20684 -1.35200 -1.349
H -1.95132 1.74059 -1.35326 0.211
H -4.28308 1.70607 -2.31106 0.331
H -4.35463 1.88492 -0.51140 0.238
H -4.65003 0.26217 -1.25162 0.324
Pm -0.75349 -0.41287 0.75977 1.090
Cl -3.15463 -0.91627 1.75282 -0.581
C -1.13569 0.07006 3.91091 0.076
O -0.33777 -0.46508 3.09538 -0.717
N -1.16629 -0.21700 5.20786 0.213
C -0.42422 -1.34885 5.76207 -0.879
C -2.11357 0.46065 6.08970 -0.938
H -1.88754 0.79427 3.56508 0.574
H 0.27972 -1.72794 5.01530 0.204
H -1.11807 -2.15097 6.05812 0.311
H 0.10928 -1.00999 6.65618 0.325
H -2.41776 1.40916 5.63431 0.290
H -1.62664 0.65873 7.04721 0.312
H -3.00874 -0.14659 6.24973 0.336
H 5.08540 1.20360 -1.17470 0.322
H 4.85710 1.59481 1.23760 0.386
C 3.99542 1.29569 -1.26584 -0.859
C 3.75937 1.57680 1.20376 -0.986
N 3.36934 0.87233 -0.01866 0.341
H 3.63094 0.66417 -2.08564 0.308
C 2.44136 -0.07564 0.00688 0.230
O 1.61038 -0.20601 0.95041 -0.521
H 3.35618 1.04998 2.06410 0.268
H 2.43651 -0.75313 -0.86991 0.148
H 3.72969 2.34038 -1.49215 0.323
H 3.39354 2.61044 1.18962 0.293
H -0.00251 -5.98879 1.14477 0.331
H 2.15638 -5.95289 -0.53014 0.324
C -0.47892 -5.40543 0.34414 -0.947
C 1.52713 -5.31024 -1.15521 -0.873
N 0.51796 -4.60535 -0.36771 0.181
H -1.21849 -4.72025 0.76825 0.260
C 0.56844 -3.28830 -0.22545 0.848
O -0.21384 -2.62191 0.52361 -0.633
H 2.16515 -4.57758 -1.65175 0.269
H 1.33853 -2.78212 -0.81856 -0.162
H -0.95415 -6.10600 -0.35346 0.324
H 1.06827 -5.94888 -1.91409 0.322
F -1.44302 3.03806 0.67819 -0.329
C -0.37343 2.30468 1.15192 0.158
F 0.66278 2.51525 0.23896 -0.265
C 0.05273 2.90455 2.48637 0.448
F -1.03572 3.00479 3.30046 -0.256
F 0.99636 2.15122 3.11436 -0.226
F 0.57312 4.14534 2.32797 -0.305